Formula: C22H17BCl3N2O
Source: the OMol25 dataset
Level of theory: ωB97M-V/def2-TZVPD

Calculated values
Net charge   -1
Orbital gap   2.4776 eV
Strongest force on any atom   4.75 eV/Å
HOMO energy   -0.0895 Eh
Calculated total energy   -66364.26583 eV
Molar mass   442.562 g/mol

Structure (XYZ):
```
46
Properties=species:S:1:pos:R:3:lowdin_charge:R:1
C 4.633 2.203 2.826 -0.1407
C 3.760 3.173 3.286 -0.1199
C 2.402 3.060 3.082 -0.0562
C 1.886 1.961 2.374 -0.1603
C 0.505 1.714 1.984 -0.2131
N 0.262 0.450 1.525 0.0410
C -0.471 0.075 0.496 -0.2626
C -0.579 -1.221 0.132 -0.2826
N -0.653 -2.354 -0.198 0.1133
C -0.601 2.654 2.091 -0.1570
C -0.478 4.045 2.259 -0.0567
C -1.585 4.849 2.424 -0.1161
C -2.848 4.294 2.410 -0.1367
C -3.003 2.945 2.183 -0.1051
C -1.905 2.144 2.023 -0.0515
C 2.794 0.977 1.966 -0.0530
C 4.140 1.092 2.178 -0.1158
H 5.692 2.300 2.989 0.0803
H 4.152 4.015 3.826 0.0868
H 1.735 3.783 3.509 0.0822
H -0.768 0.826 -0.217 0.0758
H 0.490 4.508 2.223 0.0828
H -1.469 5.914 2.573 0.0918
H -3.709 4.917 2.582 0.0832
H -3.991 2.515 2.147 0.0960
H -2.047 1.093 1.862 0.0926
H 2.406 0.106 1.463 0.0956
H 4.803 0.310 1.841 0.0915
Cl -5.011 -0.868 -2.691 0.4842
B -3.273 -1.006 -3.325 -1.9216
Cl -3.263 -0.766 -5.161 0.5123
Cl -2.210 0.292 -2.530 0.5664
O -2.718 -2.318 -3.019 -0.0314
C -1.491 -2.493 -3.511 -0.0374
C -0.660 -3.597 -3.290 -0.1782
C 0.614 -3.654 -3.902 0.0080
C 1.431 -4.733 -3.691 -0.0669
C 1.014 -5.776 -2.871 -0.0420
C -0.230 -5.729 -2.258 -0.0527
C -1.062 -4.657 -2.457 0.0078
H -1.128 -1.695 -4.139 0.0913
H 0.937 -2.841 -4.535 0.1251
H 2.400 -4.776 -4.158 0.1061
H 1.662 -6.621 -2.708 0.1075
H -0.547 -6.528 -1.615 0.1082
H -2.020 -4.579 -1.976 0.1277
```


Formula: C22H17BiO4PS
Source: the OMol25 dataset
Level of theory: ωB97M-V/def2-TZVPD

Calculated values
Net charge   -1
Orbital gap   5.7400 eV
Energy above the lowest of the compared OMol25 structures with the same formula, charge and spin   0.00 kJ/mol
Strongest force on any atom   8.10 eV/Å
HOMO energy   -0.1304 Eh
Calculated total energy   -57241.34571 eV
Molar mass   617.395 g/mol

Structure (XYZ):
```
46
Properties=species:S:1:pos:R:3:lowdin_charge:R:1
Bi 0.240 2.390 0.879 1.5890
C -3.344 -2.608 -2.732 -0.1108
C -2.849 -1.404 -3.223 -0.0882
C -2.099 -0.566 -2.393 -0.0828
C -1.825 -0.918 -1.058 -0.3726
C -2.340 -2.133 -0.583 -0.0939
C -3.091 -2.972 -1.413 -0.1005
P -0.847 0.244 -0.051 0.8677
C -0.813 -0.483 1.621 -0.4355
C 0.274 -1.182 2.163 -0.0915
C 0.224 -1.698 3.462 -0.0910
C -0.912 -1.520 4.246 -0.1013
C -2.000 -0.822 3.732 -0.0809
C -1.948 -0.306 2.434 -0.0891
C 1.004 -0.007 -0.668 -0.2424
C 1.211 -1.259 -1.299 -0.1095
C 2.445 -1.625 -1.814 -0.0878
C 3.520 -0.758 -1.711 -0.0518
C 3.405 0.491 -1.088 -0.2039
C 4.576 1.279 -1.038 -0.0424
C 4.605 2.537 -0.442 -0.1019
C 3.454 3.037 0.123 -0.1371
C 2.302 2.259 0.069 -0.3191
C 2.167 0.935 -0.535 -0.2054
H -3.928 -3.261 -3.375 0.0929
H -3.045 -1.113 -4.251 0.0986
H -1.724 0.370 -2.803 0.1090
H -2.162 -2.460 0.439 0.0966
H -3.477 -3.911 -1.024 0.0939
H 1.186 -1.341 1.594 0.0967
H 1.080 -2.237 3.861 0.0967
H -0.947 -1.920 5.256 0.0959
H -2.889 -0.673 4.340 0.1023
H -2.813 0.240 2.060 0.1176
H 0.417 -1.993 -1.394 0.0971
H 2.568 -2.592 -2.295 0.1014
H 4.473 -1.080 -2.129 0.1064
H 5.503 0.907 -1.475 0.1054
H 5.526 3.113 -0.422 0.0983
H 3.431 4.010 0.599 0.0965
O -2.764 3.244 1.173 -0.4243
S -2.160 3.728 -0.081 0.1316
O -2.190 2.652 -1.089 -0.4584
O -0.763 4.128 0.169 -0.5714
O -2.922 4.888 -0.578 -0.3824
H 0.240 2.390 2.745 -0.1174
```


Formula: C22H17Br4N4O8ReS3
Source: the OMol25 dataset
Level of theory: ωB97M-V/def2-TZVPD

Calculated values
Net charge   -1
Orbital gap (spin up / spin down)   6.7433 / 5.5487 eV
Energy above the lowest of the compared OMol25 structures with the same formula, charge and spin   58.44 kJ/mol
Strongest force on any atom   2.69 eV/Å
HOMO energy (spin up / spin down)   -0.1660 / -0.1663 Eh
Calculated total energy   -360238.54103 eV
Spin multiplicity   2
Molar mass   1067.422 g/mol

Structure (XYZ):
```
59
Properties=species:S:1:pos:R:3:mulliken_spin:R:1
Re 0.024 -0.251 -0.063 0.0857
C 4.421 -3.261 3.144 0.0002
C 2.916 -3.460 3.013 0.0002
N 2.451 -3.526 1.640 0.0049
C 2.152 -2.431 0.896 -0.0131
S 1.401 -2.583 -0.630 0.1058
N 2.504 -1.273 1.424 -0.0053
N 1.911 -0.259 0.712 -0.0247
C 2.600 0.858 0.686 -0.0171
C 3.980 0.960 1.233 -0.0020
C 1.944 1.929 0.015 0.0006
C 2.485 3.203 -0.222 0.0074
C 1.758 4.127 -0.924 -0.0028
C 0.477 3.790 -1.389 -0.0040
C -0.010 2.540 -1.124 -0.0096
N 0.712 1.619 -0.440 0.0166
H 4.735 -3.358 4.186 -0.0001
H 4.966 -3.999 2.551 -0.0001
H 4.695 -2.267 2.789 0.0002
H 2.612 -4.391 3.494 -0.0001
H 2.382 -2.645 3.500 0.0002
H 2.174 -4.407 1.244 -0.0004
H 4.506 0.023 1.064 -0.0006
H 4.531 1.765 0.747 0.0004
H 3.972 1.141 2.311 -0.0005
H 3.474 3.434 0.142 -0.0002
H 2.172 5.107 -1.120 -0.0003
H -0.130 4.492 -1.943 0.0001
H -0.987 2.211 -1.453 -0.0005
Br 2.931 -0.182 -7.256 0.0047
C 2.074 -0.306 -5.576 0.0121
C 0.718 -0.769 -5.506 0.0982
Br -0.180 -1.275 -7.088 0.0113
C 0.074 -0.839 -4.297 -0.0332
Br -1.715 -1.415 -4.149 0.0003
C 0.724 -0.477 -3.077 0.1803
O 0.047 -0.579 -1.998 0.2138
C 2.107 -0.016 -3.118 0.0785
O 2.707 0.349 -2.105 0.2531
C 2.728 0.056 -4.440 0.0508
Br 4.488 0.728 -4.441 0.0056
O -0.893 -0.053 4.269 -0.0003
S -0.954 -0.761 3.023 -0.0023
O -0.256 -2.008 2.945 0.0001
O -0.586 0.187 1.884 -0.0115
C -2.700 -1.120 2.749 0.0008
C -3.471 -1.116 3.904 0.0009
C -4.822 -1.433 3.859 -0.0005
C -5.425 -1.749 2.658 0.0002
C -4.677 -1.751 1.491 0.0005
C -3.326 -1.441 1.523 -0.0004
S -2.492 -1.487 -0.040 -0.0009
O -3.308 -2.210 -0.956 0.0006
O -1.158 -2.068 0.255 0.0019
O -2.168 -0.062 -0.400 -0.0053
H -2.992 -0.853 4.836 -0.0001
H -5.400 -1.431 4.775 0.0000
H -6.478 -1.998 2.624 0.0000
H -5.128 -2.002 0.541 0.0001
```


Formula: C22H17CrF3N3OS3
Source: the OMol25 dataset
Level of theory: ωB97M-V/def2-TZVPD

Calculated values
Orbital gap (spin up / spin down)   7.4810 / 8.1035 eV
Strongest force on any atom   1.83 eV/Å
HOMO energy (spin up / spin down)   -0.3047 / -0.3069 Eh
Calculated total energy   -98688.15673 eV
Spin multiplicity   2
Molar mass   544.589 g/mol

Structure (XYZ):
```
50
Properties=species:S:1:pos:R:3:mulliken_spin:R:1
Cr 0.704 0.690 -1.360 1.1583
C -2.354 -2.404 -0.824 0.0033
C -1.696 -1.124 -1.262 0.0002
N -0.437 -0.918 -1.043 -0.0377
N 0.270 -2.004 -0.472 0.0198
C 1.473 -2.072 -0.926 -0.0203
S 2.177 -0.948 -2.074 -0.0676
S 2.568 -3.332 -0.395 0.0004
C 1.582 -4.312 0.780 0.0007
C 1.614 -3.787 2.198 0.0026
C 0.754 -2.782 2.640 0.0001
C 0.873 -2.268 3.927 0.0005
C 1.847 -2.755 4.794 -0.0002
C 2.692 -3.773 4.369 0.0001
C 2.574 -4.280 3.079 -0.0004
C -2.482 -0.144 -2.009 0.0153
C -3.864 -0.340 -2.208 0.0018
C -4.620 0.526 -2.954 -0.0054
C -4.005 1.641 -3.542 0.0015
C -2.657 1.844 -3.393 -0.0026
C -1.873 0.949 -2.647 -0.0048
O -0.565 1.187 -2.589 -0.0279
H -1.788 -2.874 -0.035 -0.0003
H -2.412 -3.104 -1.663 -0.0001
H -3.367 -2.211 -0.474 -0.0003
H 2.056 -5.290 0.735 0.0001
H 0.580 -4.381 0.369 -0.0009
H 0.000 -2.395 1.965 -0.0034
H 0.206 -1.476 4.252 0.0000
H 1.951 -2.339 5.795 0.0000
H 3.448 -4.170 5.040 0.0000
H 3.242 -5.073 2.750 0.0000
H -4.353 -1.197 -1.768 0.0002
H -5.680 0.343 -3.092 -0.0002
H -4.594 2.347 -4.115 0.0000
H -2.150 2.685 -3.856 0.0013
F 3.014 5.358 1.880 0.0000
C 3.170 4.777 0.669 0.0003
F 4.102 3.834 0.775 -0.0007
F 3.630 5.734 -0.169 0.0000
C 1.846 4.262 0.179 -0.0020
C 0.847 5.203 0.024 0.0002
C -0.408 4.842 -0.430 0.0029
C -0.622 3.523 -0.738 -0.0046
N 0.331 2.608 -0.583 -0.0205
C 1.554 2.928 -0.128 0.0004
S 2.533 1.488 -0.057 -0.0109
H 1.063 6.242 0.258 0.0000
H -1.199 5.568 -0.551 0.0002
H -1.572 3.173 -1.119 0.0005
```